Molecular formula: C7H7Cl4NO3P
Method: DFT, ωB97M-V/def2-TZVPD

```
23
Properties=species:S:1:pos:R:3:forces:R:3:lowdin_charge:R:1
O 3.69109 -0.94945 -0.05936 -1.71 4.99 -1.80 0.12
C 3.35355 0.19680 -0.44479 1.26 -2.54 1.17 -0.35
O 4.27243 1.14870 -1.00895 -1.85 -1.19 2.38 0.05
C 1.84770 0.69406 -0.27566 -3.77 0.89 -0.26 0.01
C 0.70867 -0.28508 -0.66459 -0.90 3.47 1.26 0.04
C -0.75617 0.18538 -0.48388 4.21 1.22 0.48 -0.01
N -1.02898 1.50824 0.02346 2.22 -1.77 -0.41 -0.29
P -2.75829 1.98857 0.26813 -1.96 0.98 -0.50 0.69
O -3.64104 1.22101 -0.97728 1.80 -0.51 2.89 -0.32
Cl -3.21353 1.10646 2.16342 0.50 -0.01 -1.84 0.19
C -0.04646 2.49975 0.38512 3.15 -2.79 -0.98 -0.02
C 1.44350 2.12714 0.23914 -2.21 -2.65 -0.86 0.08
H 4.76306 1.47984 -0.21002 -0.07 -0.39 -1.12 0.14
H 0.89726 -1.34742 -1.05116 -0.18 2.42 0.64 0.01
H -1.63439 -0.49227 -0.72439 1.37 1.17 0.38 0.04
H -3.86293 0.29342 -0.71986 -0.07 0.65 -0.46 0.05
H -0.34613 3.53822 0.77054 0.12 -1.95 -0.73 0.14
H 2.28707 2.84084 0.51093 -1.57 -0.90 -0.41 0.12
C -1.22108 -3.66122 0.43657 0.17 -0.09 0.40 -1.46
Cl 0.25241 -3.30294 -0.48330 -0.33 -1.00 0.17 0.62
Cl -0.95641 -3.39147 2.16271 -0.05 -0.02 -0.31 0.56
Cl -2.58300 -2.68760 -0.14430 -0.16 -0.21 -0.05 0.56
H -1.46832 -4.71096 0.28754 0.02 0.23 -0.05 0.03
```
Positions in Å, forces in eV/Å.

Calculated values
Total charge = +1
E_LUMO = -5.583 eV